No. 1
This record from the OMol25 dataset describes a molecular structure, C40H54F6N5O10PS2Sr in a non-equilibrium geometry. The level of theory is ωB97M-V/def2-TZVPD.

Geometry as XYZ:
```
119
Properties=species:S:1:pos:R:3:forces:R:3
Sr 0.16409 1.23724 -0.76894 -2.5 1.9 -0.5
C -0.19143 -0.57191 -3.83981 -0.1 0.2 0.3
C 0.16844 -1.63016 -2.80642 -0.1 0.2 0.2
N -0.36823 -1.32585 -1.47250 -0.1 -0.5 0.0
C -1.63411 -1.96927 -1.14523 0.1 0.3 -0.1
C -2.84289 -1.21337 -1.65548 0.1 0.2 0.0
C -4.07787 -1.84126 -1.77624 -0.1 0.0 0.0
C -5.17115 -1.08163 -2.15878 0.0 0.0 0.0
C -4.99912 0.26423 -2.43676 -0.1 0.0 0.0
C -3.72619 0.80800 -2.31837 0.3 0.0 0.0
C -3.46523 2.27415 -2.63464 0.1 -0.1 0.2
N -2.07258 2.51855 -2.89671 0.1 0.0 -0.2
C -1.63248 2.16083 -4.23527 0.0 -0.1 0.3
C -0.14331 1.84191 -4.25955 -0.1 -0.1 0.3
N 0.18066 0.74556 -3.34994 0.4 0.0 -0.6
N -2.67873 0.08089 -1.92746 -0.2 -0.1 0.1
H -1.26729 -0.58083 -4.02558 0.0 0.0 0.0
H 0.30397 -0.82209 -4.78906 0.1 0.0 -0.1
H 1.25127 -1.68680 -2.71698 0.1 0.0 0.1
H -0.17351 -2.61334 -3.15403 0.0 -0.1 0.0
H 0.32576 -1.58531 -0.77784 -0.1 -0.3 -0.2
H -1.72564 -1.99291 -0.05692 0.1 0.0 0.0
H -1.67742 -3.00539 -1.50739 0.0 -0.1 -0.1
H -4.17537 -2.89936 -1.55653 0.0 0.1 0.0
H -6.15292 -1.53552 -2.23899 0.0 0.0 0.0
H -5.83479 0.88969 -2.73533 0.1 0.0 0.0
H -3.77816 2.87322 -1.77626 0.0 0.0 0.0
H -4.11881 2.56384 -3.47071 -0.1 0.0 -0.1
H -1.77508 3.43799 -2.59716 0.0 0.0 0.1
H -1.83116 2.94696 -4.97676 -0.1 0.1 -0.1
H -2.20797 1.28406 -4.55034 0.0 0.0 0.0
H 0.40672 2.71346 -3.91268 0.1 0.0 0.0
H 0.16479 1.63179 -5.29452 0.0 0.0 -0.1
H 1.17455 0.79410 -3.10390 -0.1 0.0 -0.4
S -1.34509 4.17023 -0.01423 -0.1 0.1 -0.1
C -2.67482 3.25830 0.50812 -0.3 -0.4 0.4
N -2.72458 1.97555 0.75901 -0.2 0.2 -0.2
C -3.97696 1.54826 1.17254 0.2 0.1 -0.1
C -4.29145 0.23183 1.51773 0.0 -0.1 -0.1
C -5.59192 -0.08506 1.88332 0.1 0.0 0.0
C -6.58983 0.89240 1.91668 0.0 0.1 0.0
C -6.28745 2.21268 1.59570 0.0 0.0 0.0
C -4.98202 2.53404 1.23381 0.0 0.0 0.0
S -4.28237 4.06058 0.78909 0.1 0.0 -0.1
H -3.48662 -0.49985 1.49863 -0.2 0.1 0.0
H -5.83908 -1.10843 2.14991 0.0 0.0 0.0
H -7.60289 0.62467 2.19959 0.0 0.0 0.0
H -7.05570 2.97987 1.63458 0.1 -0.1 0.0
C 1.35783 -3.20088 1.77346 -0.1 0.2 -0.1
C 2.64513 -2.45098 2.10316 0.1 0.2 -0.1
C 2.61408 -1.96614 3.54355 0.0 0.1 0.2
C 3.87762 -3.32187 1.86141 0.0 0.1 -0.1
O 2.72965 -1.21977 1.33478 -0.2 -0.2 0.2
P 2.87251 -1.06242 -0.25143 0.3 0.4 0.4
O 2.65872 -2.34321 -0.97085 -0.2 -0.3 -0.2
O 2.04245 0.14230 -0.63329 2.1 -1.8 0.3
O 4.43888 -0.65149 -0.29571 0.2 0.0 -0.3
C 5.22255 -0.66677 -1.51117 -0.1 0.0 0.1
C 4.40873 -0.27892 -2.74978 -0.2 -0.1 0.1
C 5.82702 -2.05828 -1.68864 -0.1 -0.1 0.1
C 6.32143 0.35245 -1.26065 0.1 0.1 0.1
H 1.19547 -3.99358 2.51019 0.0 0.0 0.0
H 1.41217 -3.63788 0.77534 0.0 0.0 0.0
H 0.50584 -2.51149 1.81679 0.2 -0.2 0.0
H 2.54914 -2.82353 4.22204 0.0 0.0 0.0
H 1.74901 -1.31363 3.70215 0.1 -0.1 0.0
H 3.52764 -1.40303 3.76686 -0.1 -0.1 0.0
H 3.80496 -4.23361 2.46390 0.0 0.1 0.0
H 4.78537 -2.77700 2.14513 -0.1 -0.1 0.0
H 3.94720 -3.59744 0.80547 0.0 0.0 0.1
H 3.73192 -1.09267 -3.03466 0.1 0.1 0.1
H 5.08971 -0.08739 -3.58299 0.0 0.0 0.0
H 3.80298 0.61249 -2.56869 0.1 0.0 0.0
H 5.02564 -2.79573 -1.76706 0.0 0.0 0.0
H 6.45277 -2.30793 -0.82601 0.0 0.0 -0.1
H 6.44233 -2.08948 -2.59487 0.0 0.0 0.1
H 5.89542 1.35236 -1.16042 0.1 -0.1 0.0
H 7.03562 0.35003 -2.08875 0.0 0.0 0.0
H 6.84868 0.10648 -0.33283 0.0 0.0 -0.1
C 2.40140 2.12178 2.30746 0.0 -0.1 0.0
C 0.90613 2.36865 2.43519 -0.1 -0.3 -0.3
O 0.15123 1.48271 1.60541 0.5 0.5 0.7
H 2.95918 2.82131 2.93896 0.0 0.0 0.0
H 2.72202 2.25577 1.27098 0.0 0.0 0.1
H 2.64683 1.09713 2.59722 0.0 0.1 0.0
H 0.65401 3.37993 2.12381 0.0 0.1 0.0
H 0.58423 2.23808 3.46897 0.0 0.0 0.1
H -0.08874 0.70387 2.16449 0.2 0.1 0.1
C 4.04514 3.50435 -1.44335 -0.1 -0.1 0.1
C 2.69993 3.71242 -2.18053 0.0 -0.3 0.0
O 1.86736 2.65634 -2.10807 0.1 0.6 0.0
C 3.06814 4.00373 -3.67299 -0.1 -0.3 0.3
F 4.05968 4.91938 -3.83393 -0.1 -0.1 -0.1
F 3.50804 2.86321 -4.25095 0.0 0.3 -0.1
F 2.02548 4.43778 -4.41164 0.2 0.0 0.0
C 2.05373 4.98943 -1.57791 -0.2 -0.3 0.1
F 2.81401 6.10893 -1.74062 -0.1 0.0 0.0
F 0.84939 5.26055 -2.09781 0.1 0.1 0.0
F 1.89246 4.82442 -0.24911 0.0 0.2 -0.2
H 4.67037 2.83020 -2.02726 0.0 0.0 0.0
H 3.82451 3.02803 -0.48711 0.0 0.0 -0.1
H 4.58669 4.43743 -1.27927 0.0 0.0 0.0
O -0.18344 -0.31807 3.43559 -0.5 -0.3 0.1
C -1.11298 -1.01964 2.96019 0.1 -0.2 -0.3
O -1.51318 -1.01086 1.76941 0.2 -0.1 0.6
C -1.76415 -2.02206 3.90500 -0.1 0.0 0.0
C -1.11496 -2.39605 5.07272 0.0 0.0 0.1
C -1.66576 -3.34063 5.95136 0.2 0.1 0.0
C -2.88529 -3.86154 5.60565 0.0 -0.1 0.1
O -3.64185 -4.78709 6.29465 -0.2 -0.2 0.0
C -4.82641 -4.98568 5.51705 0.4 0.3 -0.1
O -4.73650 -4.16636 4.35643 -0.1 -0.1 0.1
C -3.53435 -3.49000 4.45198 -0.1 0.1 -0.2
C -3.00502 -2.58251 3.57284 0.0 0.0 -0.1
H -0.16414 -1.92591 5.29187 0.0 0.0 0.0
H -1.15947 -3.64657 6.85902 0.0 0.0 0.0
H -5.69864 -4.69879 6.10298 -0.1 0.1 0.1
H -4.89978 -6.03179 5.22165 0.1 -0.1 -0.1
H -3.50182 -2.29935 2.65191 0.1 0.0 0.1
```
Forces are in eV/Å.

Its gap between HOMO and LUMO is 0.2207 Ha. The net charge is -2. The HOMO energy comes out at -2.2362 eV.

Atomic partial charges in e from the Mulliken method, atoms 1 to 5: 0.771 -1.497 -0.521 1.178 -1.561

=====

No. 2
This record from the OMol25 dataset describes 4 unconnected molecules or ions with the total composition C6H14O2 in a non-equilibrium geometry. The level of theory is ωB97M-V/def2-TZVPD.

Geometry as XYZ:
```
22
Properties=species:S:1:pos:R:3:forces:R:3
C 2.59670 -0.74312 -0.38538 -0.8 -0.4 0.9
C 2.81624 -2.03163 -0.61348 -1.0 0.7 -0.4
C 1.31507 -0.02613 0.02019 0.7 0.3 0.4
C 0.08088 -0.87127 -0.01217 0.1 -0.3 1.2
C -1.00539 -0.42869 -0.78644 1.3 1.1 -0.4
C -2.09805 -1.13356 -1.11477 2.4 -1.9 3.4
H 3.47761 -0.16362 -0.47324 0.6 1.1 -0.1
H 3.72592 -2.30552 -1.06606 1.2 -0.5 -0.1
H 2.02788 -2.74387 -0.64151 -0.6 -0.6 0.2
H 1.19832 0.79101 -0.70270 0.0 -0.1 0.1
H 1.43646 0.57170 0.98962 -0.1 -1.0 -1.1
H 0.06521 -1.75988 0.71026 -0.3 1.2 -1.4
H -0.90144 0.59098 -1.19194 0.2 -0.5 -0.1
H -2.13822 2.90609 0.29424 0.5 -0.2 0.3
H -2.18221 -2.03283 -0.54392 -0.4 -0.8 0.1
H -2.73946 -1.00211 -1.85036 -2.9 1.3 -3.1
H -2.63999 0.46817 0.68256 -0.3 -0.3 -2.7
H -2.52421 1.28772 1.78197 0.4 -0.6 0.4
O -2.47155 0.32222 1.57899 -0.2 1.1 2.5
H 0.24006 3.24090 1.66513 0.8 -1.6 -1.3
H -0.69190 2.57418 0.66078 1.9 -0.4 0.2
O 0.41208 2.48927 0.99823 -3.4 2.4 1.0
```
Forces are in eV/Å.

Its gap between HOMO and LUMO (alpha / beta) is 0.2374 / 0.2245 Ha. The net charge is -1. As for the multiplicity: 2. The HOMO energy (alpha / beta) comes out at -2.8450 / -2.8469 eV.

Atomic partial charges in e from the natural (NBO) method, atoms 1 to 5: -0.117 -0.458 -0.532 -0.094 -0.254

=====

No. 3
This record from the OMol25 dataset describes a molecular structure, C6H10O2 in a non-equilibrium geometry. The level of theory is ωB97M-V/def2-TZVPD.

Geometry as XYZ:
```
18
Properties=species:S:1:pos:R:3:forces:R:3
C -1.21648 1.00755 -0.26086 0.5 -0.3 -5.9
C 0.03571 0.26958 -0.68051 1.7 -3.2 -0.1
C 1.36606 1.07051 -0.94306 0.7 4.2 -4.4
C 1.33529 0.32574 0.16282 0.8 -2.0 5.0
C -0.33729 -0.66084 1.46785 1.2 0.7 3.1
C -0.02480 -1.13466 0.05775 0.9 -0.4 -2.3
H -1.68409 1.20012 -1.30366 0.2 0.2 1.8
H -1.74836 0.24895 0.22114 -1.7 -0.1 -0.3
H -1.09861 1.88264 0.25798 0.2 2.1 1.5
H 2.32371 0.87697 -1.55472 -2.1 0.3 0.1
H 0.96138 2.08384 -1.02333 0.5 0.0 0.1
H 2.01468 -0.51472 -0.07350 -0.2 0.6 0.7
H -1.48918 0.27320 1.53922 4.0 -4.0 1.2
H -0.23891 -1.64124 2.35631 -0.3 3.5 -2.6
H 0.95205 -1.72965 -0.07350 -1.5 0.9 1.0
H -1.13913 -1.89668 -1.23924 -1.2 0.9 -6.5
O 0.93444 0.32219 1.48866 -1.4 -0.4 1.8
O -0.94648 -1.98351 -0.39936 -2.1 -3.0 5.9
```
Forces are in eV/Å.

Its gap between HOMO and LUMO is 0.3262 Ha. The net charge is 0. The HOMO energy comes out at -8.0571 eV.

Atomic partial charges in e from the natural (NBO) method, atoms 1 to 5: -0.631 -0.169 -0.375 0.100 -0.102

=====

No. 4
This record from the OMol25 dataset describes a molecular structure, C27H57ClOP2Si2Sn in a non-equilibrium geometry. The level of theory is ωB97M-V/def2-TZVPD.

Geometry as XYZ:
```
91
Properties=species:S:1:pos:R:3:forces:R:3
Sn 0.05371 0.02769 -0.51836 0.0 0.2 0.2
C -1.85986 -0.04267 2.37943 0.5 -0.9 -0.6
C -2.11344 1.10919 1.60792 -0.5 0.4 0.0
C -2.77833 0.67013 0.41567 0.2 0.0 -0.4
Si -1.63791 2.85248 2.06535 0.0 -1.4 -0.4
C -2.80943 -0.74821 0.41479 0.2 0.1 -0.2
C -2.17087 -1.21691 1.60193 -0.3 0.5 0.5
Si -1.69880 -2.95365 2.03530 -0.3 1.3 -0.4
H -1.52020 -0.06325 3.42181 0.2 0.1 -0.6
H -3.25143 1.34007 -0.32572 0.4 -0.5 0.4
H -3.29613 -1.39595 -0.33009 0.3 0.4 0.3
Cl 2.46973 0.19591 -4.44403 0.0 0.0 0.4
C -1.38095 -3.04877 3.86335 0.0 -0.3 0.3
C -3.08736 -4.11379 1.54707 0.0 -0.3 0.3
C -1.25108 2.87849 3.88336 0.0 0.3 0.3
C -3.03834 4.02034 1.66802 -0.1 0.3 0.2
H -4.02094 -3.69529 1.95766 0.3 -0.2 -0.1
H -2.90793 -5.09272 2.00988 -0.2 0.0 -0.1
H -3.22093 -4.26266 0.47324 0.0 0.1 0.1
H -0.44796 -2.56515 4.17426 -0.2 0.0 -0.1
H -1.33174 -4.10068 4.16820 0.0 0.1 0.1
H -2.21725 -2.56746 4.38414 0.2 -0.1 0.0
H -3.96632 3.55944 2.04729 0.3 0.2 -0.1
H -3.17083 4.24454 0.60349 0.0 -0.1 0.2
H -2.87268 4.96819 2.20185 -0.2 -0.1 -0.2
H -2.09019 2.43334 4.43553 0.2 0.1 0.0
H -1.12183 3.91696 4.21426 0.0 -0.2 0.1
H -0.33641 2.32727 4.13558 -0.2 0.1 -0.1
C -0.06219 -3.37566 1.15966 0.2 -1.2 0.0
C -0.03345 3.32432 1.15135 0.0 0.9 0.1
P 0.15896 -2.72642 -0.53061 0.2 -0.7 0.1
H -0.02257 -4.47484 1.05247 0.1 0.1 0.3
H 0.78086 -3.09065 1.83440 -0.5 0.0 -0.7
P 0.13245 2.79326 -0.58898 0.3 0.9 0.2
H 0.82683 2.91850 1.72632 -0.4 0.0 -0.4
H 0.04151 4.42667 1.19641 0.1 -0.3 0.1
C 1.70232 3.60262 -1.22632 -0.2 0.3 -0.2
C -1.23956 3.62575 -1.55804 0.2 -0.1 0.4
C -1.21886 -3.48121 -1.57859 0.2 0.0 0.4
C 1.71218 -3.49569 -1.24334 -0.3 -0.3 -0.1
C 2.88454 -2.51355 -1.26222 0.2 0.1 -0.2
H 1.42334 -3.73679 -2.28684 0.2 0.1 0.4
C 2.16088 -4.77596 -0.53886 0.1 -0.3 -0.2
H 2.39497 -4.57847 0.51598 -0.1 -0.1 -0.2
H 3.08162 -5.13073 -1.02586 -0.2 0.0 0.2
H 1.42658 -5.59184 -0.59540 0.2 0.3 0.1
H 2.66695 -1.58275 -1.79974 0.0 -0.1 0.2
H 3.73215 -2.99206 -1.77718 -0.2 0.1 0.1
H 3.22059 -2.26748 -0.24448 -0.2 0.0 -0.2
H -2.15762 -3.17586 -1.07876 0.4 -0.1 -0.2
C -1.14329 -5.00877 -1.65124 -0.2 -0.2 -0.1
C -1.20246 -2.90083 -3.00094 0.0 0.1 0.0
H -1.18481 -5.50000 -0.66979 0.0 0.2 -0.2
H -0.22465 -5.33260 -2.16068 -0.2 0.1 0.1
H -1.98862 -5.37669 -2.25371 0.2 0.0 0.2
H -1.34539 -1.81054 -3.01975 0.0 -0.3 0.1
H -2.00547 -3.36217 -3.59693 0.2 0.2 0.2
H -0.25634 -3.12907 -3.51097 -0.2 0.1 0.1
H -2.17171 3.30505 -1.05921 0.3 0.1 -0.2
C -1.25069 3.11047 -3.00570 0.0 0.0 0.0
C -1.14296 5.15032 -1.53867 -0.2 0.2 -0.2
H -1.14894 5.57968 -0.52711 0.0 -0.2 -0.2
H -1.99545 5.56907 -2.09465 0.2 0.0 0.2
H -0.23406 5.48661 -2.05397 -0.2 -0.1 0.1
H -1.40607 2.02272 -3.06314 0.0 0.3 0.1
H -0.30313 3.35011 -3.50840 -0.2 -0.1 0.1
H -2.05585 3.60910 -3.56636 0.2 -0.2 0.1
C 2.87807 2.62752 -1.19455 0.3 -0.3 -0.2
C 2.12176 4.86088 -0.46760 0.1 0.3 -0.1
H 1.48058 3.87259 -2.28230 0.1 -0.2 0.5
H 2.33284 4.62368 0.58080 0.0 0.1 -0.2
H 1.38280 5.66643 -0.50675 0.0 -0.2 0.1
H 3.04759 5.25453 -0.91283 -0.2 -0.1 0.1
H 3.09262 2.28532 -0.17142 -0.1 0.1 -0.3
H 3.78343 3.12417 -1.58313 -0.3 -0.1 0.1
H 2.71042 1.73945 -1.81982 0.0 0.2 0.2
C 0.94408 0.05920 -5.32869 -0.6 0.0 -0.7
H 0.04595 0.09040 -4.68433 0.7 0.0 -0.1
H 0.91467 0.88377 -6.05005 -0.1 -0.2 0.3
H 0.97425 -0.87671 -5.89617 -0.1 0.2 0.3
C 3.81131 -0.08033 1.86671 0.3 -0.1 0.1
C 2.32685 -0.39074 1.81727 -0.3 0.2 -0.6
C 1.64805 0.02744 3.10558 0.0 0.0 0.2
O 1.76334 0.24301 0.67556 -0.9 0.0 -0.1
H 4.01275 0.99107 1.97183 -0.2 -0.1 -0.1
H 4.33375 -0.45674 0.98786 -0.1 0.1 -0.2
H 4.26631 -0.57065 2.72856 0.0 -0.1 0.1
H 2.19622 -1.47931 1.71186 0.2 0.0 0.1
H 1.63478 1.11477 3.24054 0.0 -0.1 -0.2
H 0.63155 -0.34884 3.15340 -0.2 0.1 -0.1
H 2.18916 -0.40144 3.94632 0.1 0.0 0.2
```
Forces are in eV/Å.

Its gap between HOMO and LUMO is 0.2364 Ha. The net charge is 0. The HOMO energy comes out at -6.3546 eV.

Atomic partial charges in e from the Mulliken method, atoms 1 to 5: 1.015 -0.329 0.286 -0.721 -0.436

=====

Here are the calculated energy relative to the best compared isomer or geometry (same formula, charge and spin) numbers, same order: 0.686; 2.963; 10.065; 0.139 (eV).